(1)
Here is 9 unconnected molecules or ions with the total composition C20H39BCl16F5N2O4P at a distorted geometry from OMol25. Energies are from ωB97M-V/def2-TZVPD.

Each line ends with the Löwdin charge.
Element x y z (Å)
Cl 2.06 9.82 -3.89  0.54
Cl -2.06 -9.55 1.80  0.53
Cl -4.27 -2.75 1.11  0.53
Cl 4.21 1.86 -2.49  0.54
Cl 3.07 2.58 1.94  0.66
Cl 2.85 5.11 4.20  0.54
Cl -2.06 9.42 1.03  0.54
Cl -7.08 -3.73 -0.57  0.54
Cl -4.06 4.40 0.47  0.56
Cl -3.72 1.69 -1.57  0.54
Cl 0.00 7.12 -0.41  0.53
Cl -6.04 -9.66 0.18  0.54
Cl 5.62 4.71 -1.19  0.53
Cl 2.67 6.49 -3.58  0.60
Cl -0.83 -6.48 0.98  0.66
Cl -4.35 -6.90 1.23  0.58
P 2.03 -2.34 0.20  1.05
F 1.36 0.94 0.11  0.10
F 0.15 0.87 1.89  0.15
F -0.29 -0.45 0.20  0.14
F 2.78 -0.25 1.87  0.01
F 1.12 -1.41 2.68  0.08
O 2.39 -3.61 -1.09  -0.36
O 3.79 -4.04 1.63  0.09
O -0.82 -3.95 -1.07  0.03
O 3.54 -3.03 -2.79  0.05
N 2.46 -3.01 -2.35  -0.11
N 4.95 -2.06 0.78  0.17
C -0.56 -8.02 0.11  -0.60
C 3.86 7.82 -3.42  -0.62
C 0.08 -4.29 -0.34  -0.43
C 3.90 4.43 -1.59  -0.70
C -6.66 -8.35 1.22  -0.65
C 1.66 -0.95 1.52  -0.52
C -2.57 2.25 -0.33  -0.66
C 3.25 9.05 -2.81  -0.66
C 0.57 -3.33 0.75  -0.19
C -2.37 8.47 -0.44  -0.66
C -5.61 -2.99 -1.26  -0.64
C -3.26 2.85 0.86  -0.64
C 0.69 0.11 0.93  -0.59
C 4.26 4.07 3.89  -0.66
C -1.78 7.09 -0.38  -0.69
C -4.35 -3.41 -0.54  -0.66
C 3.47 3.01 -1.34  -0.69
C -6.09 -7.01 0.86  -0.66
C -1.77 -8.92 0.17  -0.68
C 4.38 3.68 2.44  -0.63
B 3.75 -2.83 0.93  -0.63
H -0.34 -7.76 -0.93  0.08
H -2.00 1.38 -0.01  0.05
H 4.27 8.02 -4.41  0.07
H -1.98 9.03 -1.29  0.07
H 4.18 3.20 4.54  0.07
H 4.02 -4.71 0.97  0.11
H -5.74 -1.91 -1.24  0.07
H 3.74 4.73 -2.63  -0.03
H 0.32 -8.49 0.53  0.07
H 1.98 -1.36 -0.80  0.08
H 2.75 8.82 -1.87  0.06
H -2.53 3.06 1.64  0.07
H 0.91 -3.95 1.58  0.10
H -1.61 -9.78 -0.48  0.08
H -4.28 -4.50 -0.47  0.04
H -3.48 -3.04 -1.07  0.06
H -0.26 -2.72 1.10  0.09
H -6.21 -6.80 -0.20  0.06
H 3.71 2.69 -0.33  -0.02
H -1.89 2.95 -0.80  0.07
H 4.36 4.55 1.79  0.06
H -6.44 -8.62 2.26  0.07
H 4.03 9.78 -2.61  0.07
H 3.32 5.10 -0.96  0.06
H -7.74 -8.34 1.09  0.07
H 5.37 -2.09 -0.14  0.09
H -4.02 2.18 1.27  0.07
H 5.61 -2.37 1.49  0.09
H 4.66 7.44 -2.79  0.07
H -2.66 -8.40 -0.16  0.01
H -5.56 -3.31 -2.30  0.07
H 5.15 4.63 4.19  0.07
H 5.32 3.15 2.28  0.08
H -2.10 6.51 -1.24  0.07
H -3.46 8.40 -0.55  0.07
H -2.09 6.57 0.52  0.03
H 2.39 2.94 -1.47  0.07
H 0.58 -5.25 -0.41  0.05
H -6.58 -6.23 1.43  0.06

As for the HOMO energy: -10.0 eV. The value obtained for the LUMO energy is -0.35 eV. As for the total charge: 0. The SMILES is NB(O)[PH](CC=O)(ON=O)C(F)(F)C(F)(F)F.ClCCCl.ClCCCl.ClCCCl.ClCCCl.ClCCCl.ClCCCl.ClCCCl.ClCCCl.

---

(2)
Here is 3 unconnected molecules or ions with the total composition C20H39BFNO10 at a distorted geometry from OMol25. Energies are from ωB97M-V/def2-TZVPD.

Each line ends with the Löwdin charge.
Element x y z (Å)
F -0.22 4.30 -2.76  0.00
O 0.43 -3.40 5.97  0.12
O -2.57 -0.72 -5.34  0.16
O 0.43 -4.31 8.05  0.04
O -1.47 0.14 1.02  0.00
O -0.08 1.14 -2.30  0.04
O -3.57 1.28 -4.67  0.20
O -2.28 -0.84 2.89  0.12
O -2.10 2.17 -2.10  0.17
O -1.16 -1.98 1.28  0.04
O -1.35 -3.29 7.36  0.01
N 4.48 2.26 -2.29  0.11
C -1.32 -3.19 2.02  -0.21
C 3.41 2.25 -2.95  -0.24
C -1.42 1.27 -2.42  -0.50
C 1.94 3.98 -0.02  -0.07
C 0.67 3.45 -0.75  -0.15
C -0.46 2.80 -5.06  -0.02
C -2.13 0.03 -2.93  0.04
C -2.02 -2.50 6.37  -0.03
C -0.11 -3.64 7.02  -0.61
C 0.81 2.11 -2.91  -0.35
C 2.76 -3.60 8.07  -0.07
C 0.78 2.11 -4.43  -0.24
C 2.17 1.53 -2.46  -0.08
C 0.89 0.66 -4.99  -0.18
C -1.69 -0.89 1.84  -0.61
C -2.72 -3.76 1.86  -0.06
C 2.30 0.34 -5.55  -0.08
C 1.78 -4.74 7.87  -0.21
C 0.79 3.49 -2.27  -0.25
C -2.05 1.38 1.45  -0.03
B -2.79 0.22 -4.36  -0.70
H 2.24 0.49 -2.74  0.12
H 2.32 3.20 0.63  0.07
H -1.77 1.62 2.47  0.10
H 2.89 -0.16 -4.79  0.06
H 0.20 0.50 -5.81  0.10
H -0.94 2.20 -5.82  0.07
H 2.83 1.23 -5.87  0.07
H 2.60 -3.12 9.04  0.08
H -1.99 -2.99 5.40  0.08
H -0.16 3.72 -5.54  0.08
H 0.69 -0.08 -4.23  0.10
H -3.46 -3.10 2.30  0.07
H -3.77 1.19 -5.62  0.12
H -1.91 -1.33 -5.00  0.10
H 1.90 -5.20 6.89  0.12
H 1.95 -5.51 8.62  0.12
H -1.57 -1.51 6.31  0.10
H 1.62 2.62 -4.86  0.11
H -2.94 -0.12 -2.23  0.13
H -1.07 -3.03 3.07  0.11
H -0.59 -3.89 1.61  0.12
H -3.05 -2.41 6.69  0.10
H 1.66 4.81 0.62  0.07
H 0.48 2.45 -0.38  0.09
H 2.75 4.23 -0.70  0.06
H -2.79 -4.73 2.35  0.08
H -1.47 -0.83 -2.85  0.11
H -1.69 2.15 0.78  0.08
H 2.64 -2.84 7.30  0.07
H 2.22 -0.35 -6.38  0.07
H 2.21 1.54 -1.38  0.12
H 3.79 -3.97 8.02  0.08
H 4.35 1.73 -1.42  0.06
H 1.70 4.02 -2.49  0.14
H -3.14 1.33 1.36  0.10
H -2.96 -3.88 0.81  0.08
H 3.46 2.80 -3.87  0.11
H -1.22 3.08 -4.35  0.07
H -0.15 4.10 -0.48  0.11

As for the HOMO energy: -10.0 eV. The value obtained for the LUMO energy is 0.36 eV. As for the total charge: 0. The SMILES is [H]/N=C\C[C@](OC(=O)CB(O)O)([C@H](C)CC)[C@@H](F)CC.CCOC(=O)OC.CCOC(=O)OC.

---

(3)
Here is a molecular structure, C20H39DyINOP2 at a distorted geometry from OMol25. Energies are from ωB97M-V/def2-TZVPD.

Each line ends with the Löwdin charge.
Element x y z (Å)
Dy -0.24 -0.56 -1.39  0.87
I -1.93 -0.79 -3.73  0.93
P 0.77 1.96 -1.87  0.74
P 0.91 -3.08 -1.59  0.71
O -3.77 0.50 -0.83  0.12
N -0.69 -0.60 0.81  -0.22
C -0.33 0.66 1.37  -0.36
C 2.22 1.97 3.91  -0.03
C 2.34 -3.39 -2.71  -0.25
C -0.97 2.93 2.06  -0.26
C -0.31 -4.29 -2.23  -0.26
C -0.65 3.08 -2.17  -0.23
C 1.08 1.91 2.94  -0.26
C -1.89 -2.79 0.98  -0.04
C 0.87 0.80 2.12  -0.02
C -1.46 -1.51 1.69  -0.63
C 1.85 2.36 -3.28  -0.25
C 1.51 -3.96 -0.12  -0.24
C 0.14 2.95 2.92  0.01
C -1.94 4.10 2.04  -0.03
C 0.54 -0.52 -3.99  -0.31
C -1.20 1.78 1.29  -0.04
C -2.70 0.10 -0.98  -0.21
C -0.54 -1.84 2.87  -0.03
C -2.71 -0.79 2.20  -0.02
C 1.65 2.85 -0.54  -0.23
H -3.33 -0.46 1.37  0.06
H 1.47 -5.04 -0.31  0.07
H -1.10 3.41 -1.23  0.05
H 2.15 -2.98 -3.71  0.03
H -3.27 -1.50 2.81  0.10
H 1.83 3.44 -3.44  0.07
H 2.62 2.38 -0.37  0.06
H -0.33 -0.94 3.48  0.09
H 1.10 2.81 0.40  0.01
H -2.10 1.70 0.68  0.08
H -1.42 5.05 1.82  0.09
H 0.43 -2.21 2.52  0.08
H 2.87 1.11 3.77  0.08
H 1.54 1.86 -4.19  0.02
H -0.29 3.95 -2.73  0.07
H -2.71 3.94 1.28  0.08
H -1.27 -4.18 -1.70  0.04
H 0.86 -1.37 -4.59  0.03
H 1.86 1.95 4.95  0.10
H -2.46 0.09 2.79  0.09
H -1.42 2.56 -2.76  0.03
H -2.42 4.22 3.03  0.10
H 0.08 -5.29 -2.05  0.07
H 2.55 -3.67 0.08  0.06
H 2.88 2.03 -3.05  0.07
H 2.49 -4.48 -2.78  0.07
H 1.18 -0.42 -3.09  -0.06
H 0.61 0.39 -4.60  0.00
H 2.81 2.88 3.80  0.09
H 3.24 -2.92 -2.29  0.06
H -1.06 -3.39 0.60  0.04
H 1.80 3.90 -0.81  0.08
H -2.59 -2.62 0.16  0.08
H 0.27 3.81 3.59  0.14
H 0.91 -3.74 0.77  0.02
H 1.59 -0.01 2.09  0.12
H -2.42 -3.41 1.70  0.11
H -0.50 -4.13 -3.30  0.05
H -1.00 -2.59 3.52  0.10

Its expectation value of S² is 9.34. The multiplicity is 6. As for the HOMO energy (spin up / spin down): -13.7 / -13.8 eV. The value obtained for the LUMO energy (spin up / spin down) is -8.54 / -8.55 eV. As for the total charge: +2.

---

(4)
Here is 2 unconnected molecules or ions with the total composition C20H39N4O4S2 at a distorted geometry from OMol25. Energies are from ωB97M-V/def2-TZVPD.

Each line ends with the Löwdin charge.
Element x y z (Å)
S -4.10 1.67 -4.27  0.79
S -3.82 -1.13 -5.11  0.86
O 0.16 2.75 -4.80  0.09
O 3.03 -2.17 2.92  -0.33
O -7.69 0.89 -1.53  -0.13
O -1.18 1.70 -3.38  0.11
N 1.36 0.63 -1.65  -0.08
N -5.86 -0.20 -3.55  -0.21
N 3.06 -0.89 3.50  -0.22
N 0.76 0.67 -4.03  -0.04
C 2.65 -1.79 5.82  -0.04
C 3.77 1.14 5.52  -0.19
C -1.01 -0.87 -4.93  -0.22
C 1.79 0.89 -3.00  -0.21
C 0.13 -0.64 -3.93  -0.18
C 0.80 -1.04 4.33  -0.07
C -7.01 0.68 -3.85  -0.17
C -2.27 -1.32 -4.18  -0.48
C 4.84 0.36 4.74  -0.17
C -7.00 -0.35 -1.44  -0.19
C -4.69 0.16 -4.23  -1.09
C -7.31 1.61 -2.68  -0.21
C 4.17 0.92 2.38  -0.05
C -5.64 -0.30 -2.11  -0.17
C 5.49 -1.11 2.89  -0.07
C 2.27 -0.80 4.70  -0.56
C -0.17 1.70 -3.99  -0.61
C 2.35 0.64 5.23  -0.16
C 4.36 -0.22 3.40  -0.54
C 1.98 -0.56 -1.04  -0.10
H -2.35 -0.78 -3.25  0.07
H 6.41 -0.53 2.80  0.07
H 1.74 0.75 6.14  0.10
H 2.70 0.35 -3.24  0.12
H 0.64 -2.08 4.03  0.07
H 0.30 3.54 -4.26  0.11
H 3.67 -1.66 6.16  0.06
H 1.89 1.31 4.50  0.10
H 1.99 -1.67 6.68  0.07
H -2.16 -2.36 -3.92  0.07
H 5.10 1.49 2.23  0.07
H -5.13 -1.22 -1.84  0.13
H -8.12 2.29 -2.94  0.12
H 2.54 -2.82 5.47  0.07
H 1.36 -1.04 -0.30  0.08
H 1.46 1.44 -1.07  0.10
H 2.95 -0.29 -0.62  0.07
H -7.88 0.04 -3.97  0.12
H -7.62 -1.11 -1.92  0.12
H 5.26 -1.53 1.91  0.07
H 5.68 -1.94 3.57  0.08
H 2.06 1.94 -3.07  0.12
H -5.08 0.55 -1.71  0.12
H 0.91 -1.37 -4.15  0.12
H 2.15 -1.29 -1.82  0.07
H -0.21 -0.88 -2.93  0.11
H -6.91 -0.62 -0.40  0.12
H 3.40 1.63 2.70  0.06
H -1.20 -0.03 -5.60  0.10
H 0.14 -0.83 5.18  0.07
H -6.86 1.22 -4.76  0.11
H 0.51 -0.39 3.50  0.07
H 3.86 0.51 1.42  0.06
H 3.84 2.20 5.29  0.10
H 5.20 -0.45 5.37  0.10
H 5.71 1.01 4.57  0.11
H -0.72 -1.69 -5.57  0.10
H -6.44 2.22 -2.49  0.09
H 3.99 1.05 6.59  0.10

As for the HOMO energy: -1.4 eV. The value obtained for the LUMO energy is 1.23 eV. As for the total charge: -1.

---

(5)
Here is 3 unconnected molecules or ions with the total composition C20H39N4O8S at a distorted geometry from OMol25. Energies are from ωB97M-V/def2-TZVPD.

Each line ends with the Löwdin charge.
Element x y z (Å)
S -3.93 3.54 -6.31  0.64
O -6.06 0.75 -4.07  -0.11
O 5.71 -1.53 2.80  -0.01
O 7.63 -1.15 1.64  0.12
O -2.69 1.49 1.04  -0.04
O 0.32 -1.33 2.78  0.10
O -1.60 -1.71 3.94  0.02
O 7.37 -2.91 3.06  0.03
O 0.06 -3.08 4.21  0.04
N -2.04 0.05 -0.84  0.15
N -4.61 2.65 2.38  0.20
N -0.44 -2.20 -3.20  0.07
N -3.42 2.08 -2.25  0.02
C -0.57 0.32 -2.85  -0.12
C 6.97 -1.80 2.42  -0.59
C -0.34 -1.98 3.56  -0.58
C 8.72 -3.33 2.80  -0.21
C 9.72 -2.46 3.54  -0.07
C -1.20 1.09 -1.58  -0.19
C 1.41 -3.50 3.94  -0.20
C -2.01 2.44 -1.91  -0.24
C 0.01 -1.14 -2.52  -0.21
C -4.13 1.42 -1.11  -0.23
C -1.30 3.41 -2.98  -0.14
C 2.41 -2.63 4.69  -0.06
C -3.78 1.91 1.88  -0.19
C -5.07 0.26 -1.79  -0.11
C 5.20 -0.31 2.26  -0.05
C -2.11 -0.50 3.40  -0.06
C -3.17 0.66 -0.06  -0.23
C -6.28 0.91 -2.64  -0.21
C -2.31 3.41 -5.38  -0.56
C -2.33 4.20 -3.95  -0.24
H -4.93 3.27 -5.38  -0.14
H 4.14 -0.25 2.52  0.08
H -4.87 2.16 -0.63  0.16
H 0.05 -3.06 -2.85  0.06
H 8.91 -3.34 1.72  0.13
H 0.82 -1.31 -1.73  0.13
H -3.80 -0.18 0.43  0.18
H 9.69 -1.43 3.19  0.08
H -2.02 -0.48 2.31  0.06
H -2.06 3.03 -0.92  0.16
H 3.42 -3.01 4.55  0.08
H -0.34 1.37 -0.87  0.18
H -3.17 -0.43 3.65  0.10
H -2.02 2.30 -5.17  0.06
H -5.41 -0.53 -1.02  0.12
H -6.35 -0.18 -4.27  0.11
H 1.49 -4.53 4.30  0.13
H 5.29 -0.29 1.17  0.10
H -1.92 5.26 -4.14  0.12
H -4.36 -0.31 -2.51  0.12
H -1.60 0.36 3.85  0.11
H -3.38 4.32 -3.52  0.10
H -6.35 2.01 -2.33  0.13
H 2.17 -2.61 5.76  0.09
H 9.48 -2.44 4.61  0.08
H -1.43 3.82 -6.01  0.10
H 8.80 -4.36 3.15  0.12
H -2.48 -0.64 -1.48  0.18
H 1.61 -3.51 2.87  0.12
H -7.23 0.31 -2.39  0.14
H -3.50 1.55 -3.13  0.11
H -0.74 4.22 -2.36  0.13
H 2.37 -1.60 4.34  0.07
H 0.35 0.95 -3.18  0.13
H -1.28 0.33 -3.77  0.13
H -1.41 -0.41 -0.14  0.19
H 10.73 -2.84 3.41  0.08
H -0.52 2.93 -3.65  0.10
H 5.71 0.54 2.71  0.10

As for the HOMO energy: -11.2 eV. The value obtained for the LUMO energy is -3.25 eV. As for the total charge: +1.

---

(6)
Here is a molecular structure, C20H40BiNOP3S at a distorted geometry from OMol25. Energies are from ωB97M-V/def2-TZVPD.

Each line ends with the Löwdin charge.
Element x y z (Å)
Bi -0.11 0.00 0.28  1.43
S 1.14 2.17 4.78  1.13
P -1.70 -1.74 1.67  0.65
P -1.82 2.08 0.23  0.71
P 2.29 1.20 -0.42  0.66
O -0.66 -1.03 -1.68  -0.28
N 0.71 0.66 2.74  -0.17
C 2.69 -4.13 0.54  -0.08
C 0.92 -0.70 -4.95  -0.04
C 0.68 -1.14 -3.64  -0.03
C -0.97 3.68 0.04  -0.22
C -2.31 -1.19 3.30  -0.24
C -3.18 -2.34 0.78  -0.25
C 1.34 -0.15 3.68  -0.23
C 2.07 -4.41 -0.61  -0.08
C 1.65 0.50 4.85  -0.30
C -0.52 -0.76 -3.05  -0.31
C -1.54 -0.09 -3.73  -0.03
C 2.90 2.52 0.68  -0.25
C -0.77 -3.27 2.04  -0.23
C -2.84 2.26 1.72  -0.22
C 0.55 1.91 3.20  -0.51
C 3.60 -0.06 -0.31  -0.24
C -3.03 2.06 -1.15  -0.22
C 2.42 1.85 -2.12  -0.23
C -0.05 0.04 -5.63  -0.04
C -1.28 0.34 -5.03  -0.04
H 3.69 -3.67 0.56  0.05
H 2.52 -4.18 -1.58  0.05
H -3.87 -1.51 0.59  0.05
H -2.50 0.09 -3.24  0.11
H 2.25 -4.37 1.52  0.05
H -1.47 -0.54 -1.28  0.02
H 4.35 0.12 -1.10  0.07
H 4.08 -0.01 0.68  0.06
H -1.47 -4.11 2.12  0.08
H -0.24 -3.15 3.00  0.06
H 1.87 -0.95 -5.42  0.13
H -3.46 3.17 1.62  0.09
H -1.48 -1.13 4.01  0.05
H -3.68 1.18 -1.08  0.07
H 3.84 2.93 0.29  0.08
H 3.18 -1.07 -0.44  0.03
H -1.71 4.44 -0.21  0.09
H 1.07 -4.88 -0.63  0.05
H 2.14 0.05 5.71  0.10
H -0.22 3.63 -0.77  0.05
H 2.16 3.33 0.76  0.04
H -3.65 2.97 -1.08  0.09
H -0.46 3.97 0.97  0.05
H -2.21 2.36 2.62  0.05
H -3.50 1.39 1.85  0.05
H 3.47 1.79 -2.45  0.07
H -0.03 -3.48 1.25  0.02
H -3.06 -1.91 3.67  0.08
H -2.04 0.90 -5.58  0.13
H 0.15 0.38 -6.65  0.13
H 1.39 -1.73 -3.06  0.12
H 1.81 1.25 -2.80  0.03
H 0.08 2.71 2.63  0.05
H -2.51 2.05 -2.12  0.05
H 2.08 2.89 -2.16  0.06
H -3.70 -3.10 1.40  0.08
H 3.07 2.12 1.69  0.04
H 1.55 -1.20 3.44  0.12
H -2.88 -2.80 -0.17  0.06
H -2.78 -0.20 3.22  0.03

As for the HOMO energy: -16.5 eV. The value obtained for the LUMO energy is -10.24 eV. As for the total charge: +3.

---

(7)
Here is a molecular structure, C20H40CaP2Si at a distorted geometry from OMol25. Energies are from ωB97M-V/def2-TZVPD.

Each line ends with the Löwdin charge.
Element x y z (Å)
Ca 2.57 0.47 -2.14  0.79
P 0.84 1.93 -3.43  0.79
P 0.29 -1.75 -4.38  0.91
Si 1.28 0.63 1.98  0.44
C -1.13 -1.84 -3.04  -0.44
C 1.43 0.84 -4.81  -0.44
C -0.47 0.06 2.39  -0.19
C -3.58 -1.16 -2.98  -0.25
C -0.71 -0.71 -2.09  -0.23
C -2.32 1.52 -2.40  -0.15
C -2.47 -1.93 -3.51  -0.22
C -1.56 0.50 -1.57  -0.20
C -0.34 -2.87 -5.62  -0.21
C 0.32 -0.15 -5.25  -0.32
C -3.82 0.12 -3.81  -0.21
C 1.39 -2.55 0.14  -0.17
C 1.80 0.04 0.21  -0.36
C 1.93 -2.33 -3.98  -0.21
C 1.73 -1.16 -0.15  -0.42
C 2.37 -0.02 3.36  -0.19
C -3.41 1.41 -3.17  -0.12
C 2.21 3.09 -3.03  -0.32
C -0.12 3.01 -4.57  -0.26
C 1.26 2.49 2.09  -0.22
H -1.20 0.83 2.14  0.02
H 1.90 3.67 -2.15  0.06
H 2.26 3.73 -3.92  0.04
H 0.57 3.35 -5.36  0.05
H -3.19 0.08 -4.73  0.10
H 3.19 0.67 3.60  0.03
H 2.40 0.32 -4.61  0.02
H 0.49 -0.38 -6.32  0.09
H -0.75 -0.87 1.86  0.02
H 2.29 -3.20 0.14  0.08
H 1.01 2.71 3.13  0.03
H -1.40 -2.68 -5.82  0.05
H -2.71 -2.81 -4.10  0.06
H -0.68 0.30 -5.17  0.08
H -3.95 2.31 -3.60  0.11
H 1.65 1.56 -5.61  0.08
H -3.49 -0.96 -1.91  0.10
H -0.77 1.17 -1.15  0.07
H -0.23 -3.90 -5.29  0.07
H 3.23 2.65 -2.88  0.00
H 0.67 -3.00 -0.58  0.06
H 2.25 -2.93 -4.86  0.06
H 1.92 -2.99 -3.11  0.06
H -0.57 -0.14 3.47  0.02
H -2.10 0.12 -0.67  0.12
H -4.86 0.11 -4.14  0.09
H -0.51 3.90 -4.05  0.05
H -1.88 2.54 -2.37  0.08
H -0.94 2.47 -5.05  0.04
H -0.30 -1.19 -1.18  0.07
H 1.81 -0.19 4.28  0.03
H 0.50 2.94 1.44  0.02
H -0.79 -2.80 -2.63  0.09
H 2.73 -1.57 -3.85  0.00
H 0.23 -0.25 -2.47  -0.03
H -4.46 -1.80 -3.10  0.10
H 2.25 2.92 1.87  0.02
H 0.91 -2.64 1.14  0.07
H 2.82 -0.98 3.09  0.02
H 0.23 -2.74 -6.54  0.05

As for the HOMO energy: -3.9 eV. The value obtained for the LUMO energy is -0.29 eV. As for the total charge: 0.

---

Question: Which of these has the lowest total charge?
Answer: C20H39N4O4S2